## a
Density functional theory data (the ωB97M-V functional and the def2-TZVPD basis) for a 18-piece molecular cluster, C2H39O18 overall.

Geometry (Å):
C  11.3430  26.6600  2.5770
C  9.9960  27.1230  3.0530
O  9.2180  27.1160  1.8680
H  11.3940  25.7180  2.0380
H  11.9010  26.5750  3.5220
H  11.8230  27.4140  2.0380
H  9.9290  28.0890  3.4770
H  9.6730  26.4210  3.7700
O  11.1600  28.3510  -0.1730
H  10.8210  27.9750  0.6520
H  10.6970  29.2100  -0.3050
O  9.0060  25.2520  0.2270
H  8.4000  25.6730  -0.3580
H  9.1320  25.9110  0.9140
O  11.1370  24.2930  4.9910
H  11.0590  25.0070  5.5670
H  10.5260  24.3410  4.2200
O  9.6190  23.5250  2.4700
H  10.2500  22.8940  2.2290
H  9.6210  24.0860  1.6800
O  7.1460  25.2560  2.8290
H  7.9830  25.7680  2.9280
H  6.6660  25.6150  2.0720
O  7.7200  28.7750  0.2380
H  8.2560  28.1500  0.7790
H  7.4150  28.2390  -0.5240
O  8.5150  30.0740  5.0170
H  8.2600  29.5010  4.2810
H  8.2810  29.6300  5.8150
O  7.3590  28.4280  3.2170
H  6.5700  27.9130  3.2510
H  7.9900  27.9310  2.7110
O  11.0850  29.7060  5.0920
H  10.1470  29.6620  5.1380
H  11.1860  29.4870  6.0070
O  14.7870  28.2030  2.3830
H  14.6820  28.2880  3.2950
H  14.1440  28.8340  2.1520
O  13.7880  25.2880  5.0170
H  12.9840  24.7740  5.0480
H  13.6630  26.2130  4.9790
O  8.3220  27.4040  6.3750
H  9.0720  27.0850  5.8390
H  7.7810  26.6100  6.2910
O  13.5740  26.8800  0.0010
H  12.7540  27.3220  0.2340
H  13.8890  26.5260  0.8110
O  10.2610  30.1430  2.3590
H  10.0970  29.2010  2.3180
H  10.5060  30.3310  3.2260
O  12.8150  29.9940  1.8630
H  11.9280  29.9460  2.2700
H  12.7750  30.8040  1.3890
O  14.3040  25.0350  2.2260
H  14.3000  24.1740  1.8150
H  13.7550  25.0060  3.0260
O  13.7940  28.1200  5.0850
H  13.1630  28.8210  4.8930
H  13.6650  28.0750  6.0230

As for the LUMO energy: 1.938 eV. The calculation puts the HOMO energy at -6.457 eV. Its orbital gap is 0.3085 Eh. The net charge is -1.

## b
Density functional theory data (the ωB97M-V functional and the def2-TZVPD basis) for a 18-piece molecular cluster, C2H39O18 overall.

Geometry (Å):
C  13.0552  2.1483  18.1905
C  13.1582  3.4669  17.4676
O  12.4519  4.4800  18.1361
H  13.5471  1.3765  17.6961
H  12.0215  1.8862  18.4562
H  13.5155  2.2779  19.2473
H  12.8389  3.3946  16.4219
H  14.1933  3.7806  17.3840
O  14.5444  3.7431  21.6328
H  13.6257  3.8843  21.4368
H  14.5739  4.2407  22.4581
O  13.5407  1.1694  15.1288
H  13.4020  2.0060  14.6912
H  12.7980  1.2537  15.7405
O  11.7548  3.8042  20.6901
H  11.6545  2.8593  20.7701
H  12.0564  3.9993  19.7882
O  14.4608  5.7256  19.3726
H  13.7789  5.2217  18.8600
H  14.0655  5.9519  20.2260
O  12.4573  6.3282  15.9178
H  12.6929  5.6078  16.4509
H  13.0898  6.4335  15.1812
O  9.6114  1.3223  18.7443
H  9.4271  2.2070  18.3708
H  8.7924  1.0437  19.0787
O  15.4154  -0.4425  19.6301
H  15.0190  0.0695  20.3399
H  16.2323  -0.0536  19.3525
O  14.4045  -0.8310  17.1470
H  14.6553  -0.5300  18.0137
H  14.6082  -0.1962  16.4454
O  11.0778  1.1843  21.1780
H  12.0141  0.9823  21.0390
H  10.6548  1.2986  20.2900
O  11.1607  0.4044  16.3663
H  10.7556  0.7215  17.1850
H  10.7162  0.9269  15.6718
O  11.4298  6.6539  19.1011
H  11.8804  5.8629  18.7803
H  11.1885  6.3912  19.9767
O  16.3203  1.5901  16.5355
H  15.5550  1.6977  15.9895
H  16.9692  1.9894  16.0126
O  16.1118  3.1872  19.0525
H  16.1198  2.5940  18.2828
H  15.4646  3.8886  18.9989
O  13.7843  1.0220  21.6123
H  13.4596  1.1273  22.5055
H  14.2300  1.8394  21.4564
O  13.7234  3.8663  14.1448
H  14.2109  4.4865  14.7369
H  14.4449  3.7334  13.5335
O  12.0520  -0.9378  18.8296
H  12.5039  -0.5350  18.0876
H  11.1846  -1.1576  18.5420
O  9.9276  3.7529  17.2311
H  9.9289  3.2668  16.3904
H  10.8501  3.9954  17.3213

As for the LUMO energy: 2.041 eV. The calculation puts the HOMO energy at -6.001 eV. Its orbital gap is 0.2955 Eh. The net charge is -1.

Going by the energies, b is most stable and the next is 0.0439 hartree up.